Entry 1:
14
Properties=species:S:1:pos:R:3:forces:R:3 method="wB97M-V/def2-TZVPD" charge=+1 e_homo_ev=-13.26 homo_lumo_gap_ev=9.18 multiplicity=1
C 0.864833 0.742992 0.458095 -2.3 -2.1 0.7
O 0.490177 0.286077 -0.745302 0.7 -1.1 -2.4
C -1.964259 -1.624634 -1.011713 1.8 1.0 2.4
H -1.567921 0.496483 -0.649246 0.2 0.5 0.7
H -2.917930 -1.825349 -0.344923 2.5 0.3 -1.1
H -1.227097 -2.422150 -1.245286 -1.1 0.2 0.5
C -0.258905 0.297804 1.137444 -0.1 0.8 1.0
C -0.886300 -0.229630 -0.201312 0.0 1.2 -0.4
H 2.889926 0.542503 -0.023927 -0.4 -0.3 0.9
H 2.587831 2.089681 0.183973 -0.8 -0.9 1.3
H -0.742132 0.543619 2.119011 0.8 -0.6 -1.1
H -2.226412 -1.088824 -1.906201 -0.1 0.2 -0.2
N 2.339122 1.148188 0.625978 -1.4 0.5 -2.2
H 2.619067 1.043240 1.603408 0.2 0.2 -0.2

---

Entry 2:
14
Properties=species:S:1:pos:R:3:forces:R:3 method="wB97M-V/def2-TZVPD" charge=+1 e_homo_ev=-14.80 homo_lumo_gap_ev=11.30 multiplicity=1
H 1.461186 0.924965 1.539179 0.8 0.5 1.1
C 1.234322 0.535874 0.600569 -1.4 -0.4 -2.3
C 1.163079 0.932499 -0.864859 -0.5 -1.8 2.0
H -0.417125 -0.795555 -0.075757 -0.2 0.7 0.1
H 0.236466 1.067850 -1.368572 -0.6 0.1 -0.4
N 0.496455 -0.718506 0.426359 -1.2 -1.6 -0.2
O -1.971358 -0.401496 -0.677284 0.7 -0.6 -0.1
H 2.542498 -0.924756 -0.496223 1.1 -1.3 -0.3
C -2.753726 -0.206070 0.226259 -1.2 2.1 -4.3
H 1.979586 1.517110 -1.071600 1.5 1.7 -1.0
H -3.671435 0.348393 -0.121520 0.2 -0.8 1.2
H -2.463813 -0.395940 1.185058 0.2 -0.7 3.2
H 0.531518 -1.453959 1.130777 0.7 0.2 0.1
C 1.632344 -0.430406 -0.432380 -0.2 1.8 0.9

---

Entry 3:
14
Properties=species:S:1:pos:R:3:forces:R:3 method="wB97M-V/def2-TZVPD" charge=+1 e_homo_ev=-15.23 homo_lumo_gap_ev=9.76 smiles="C=[N+]1C[C@@H]1OC" multiplicity=1
H -2.895701 0.220742 -0.554895 -1.7 0.4 -1.6
H 1.182912 2.119793 0.171447 0.9 -1.8 0.2
H -2.349236 0.732596 0.813395 0.2 0.1 2.5
H -0.187470 -0.826532 1.537860 -0.4 0.2 1.0
N 0.994391 0.036381 0.016316 0.5 1.1 0.2
C -0.100172 -0.751018 0.484909 -2.2 0.1 -2.3
C 1.096359 -1.340673 -0.205727 0.2 -2.3 -0.4
C -1.986350 0.516422 -0.139219 -1.4 1.9 -0.3
H 1.926654 -1.888181 0.289967 -0.9 0.4 -0.1
H 0.852033 -1.705867 -1.221240 0.3 0.6 0.4
H 2.634934 0.968710 -0.319534 2.5 0.2 -0.9
O -1.272372 -0.603037 -0.330164 4.4 -3.4 1.5
H -1.566140 1.429376 -0.539623 0.2 0.1 -0.5
C 1.670158 1.091289 -0.003494 -2.9 2.3 0.3

---

Entry 4:
14
Properties=species:S:1:pos:R:3:forces:R:3 method="wB97M-V/def2-TZVPD" charge=+1 e_homo_ev=-13.11 homo_lumo_gap_ev=9.36 multiplicity=1
H -2.347324 -0.400734 -1.130172 -3.5 -0.2 -2.5
C 1.139857 0.147666 -0.113483 0.6 0.5 0.0
H -2.495453 0.992708 0.872297 1.0 -2.4 0.1
O 0.845900 -1.166598 -0.034612 -0.3 -1.4 0.1
N -1.622310 -0.545974 -0.549734 3.1 -0.4 2.4
H -1.043152 -1.405546 -0.615772 -0.3 0.4 0.1
H 1.577575 -1.818934 0.058555 -0.3 1.0 -0.1
C 2.458997 0.582079 0.050226 -6.0 0.4 -0.9
H 2.860053 1.538156 0.127083 -0.1 1.8 -0.4
H -1.168660 -0.145130 1.621691 0.4 -0.9 0.5
C -1.621807 0.217319 0.741736 -2.7 3.9 -0.7
H 3.098262 -0.120051 0.402853 1.8 -2.5 0.7
C -0.873544 0.678621 -0.390289 6.9 -2.7 2.4
H -0.808388 1.446413 -1.040377 -0.8 2.5 -1.8

---

Entry 5:
14
Properties=species:S:1:pos:R:3:forces:R:3 method="wB97M-V/def2-TZVPD" charge=+1 e_homo_ev=-14.32 homo_lumo_gap_ev=10.79 multiplicity=1
H -0.484232 1.659041 -0.792628 0.4 -1.0 0.5
H -0.760880 -1.600734 1.062132 0.8 -1.0 -0.2
H -0.068102 -1.242480 -0.753143 -1.2 -1.6 0.2
C -0.634988 1.101802 0.171493 -0.2 3.1 -0.7
H -0.585873 1.899152 0.933024 -0.6 -0.6 0.0
H -3.640094 -0.651839 0.057490 1.4 0.1 -0.5
C 1.712115 0.117868 0.001173 0.5 2.2 1.7
C -1.686533 0.023060 0.075161 1.0 -0.3 -0.1
C -0.572495 -0.993326 0.190919 0.4 0.1 -0.4
H 2.079863 1.205712 0.284576 -0.5 -2.3 -1.1
N -2.898037 0.068349 -0.028880 -2.2 0.6 0.5
H 2.209123 -0.573750 0.719355 0.2 0.1 -1.5
O 0.374058 0.110082 0.523617 -1.3 0.5 1.6
H 1.527331 -0.083059 -1.058139 1.3 -0.1 0.1

---

Entry 6:
14
Properties=species:S:1:pos:R:3:forces:R:3 method="wB97M-V/def2-TZVPD" charge=+1 e_homo_ev=-14.32 homo_lumo_gap_ev=8.43 multiplicity=1
H 0.556137 -0.016115 1.820436 0.0 0.1 0.0
H 1.122166 -0.274953 -2.161887 0.2 0.0 0.0
H -0.153919 -2.159110 0.638536 0.0 0.1 0.2
H 0.181326 2.445594 -0.830995 -0.1 0.0 0.1
H -1.068807 0.525215 1.487742 0.3 0.1 -0.2
H -1.278068 -0.582056 -1.950657 0.2 0.0 0.1
C 0.805726 1.561981 -0.760239 -0.6 0.0 0.0
N -0.801254 -1.471927 1.003831 -0.1 -0.3 -0.4
C 0.324444 0.384907 -0.082204 0.6 0.5 0.5
O -0.909237 0.277654 -1.686087 -0.9 0.3 -0.8
C 0.459707 0.271977 -1.511208 0.3 -0.3 0.1
C -0.289832 -0.148208 1.097601 0.0 -0.2 0.4
H 1.865313 1.780101 -0.726557 0.2 -0.3 0.0
H -1.218307 -1.804015 1.862774 0.0 0.1 -0.1

---

Entry 7:
14
Properties=species:S:1:pos:R:3:forces:R:3 method="wB97M-V/def2-TZVPD" charge=+1 e_homo_ev="-13.57 / -13.57" homo_lumo_gap_ev="9.22 / 9.22" smiles=C[NH2+][C@]12C[C@@H]1O2 multiplicity=1
N 0.607877 -0.162619 0.616287 -1.6 -1.2 -1.5
C -1.192073 -0.301965 -1.217676 0.1 -1.5 0.9
C -1.388475 -1.542777 -0.541264 -1.3 -2.9 0.9
O -0.049717 -0.596897 -1.813568 2.4 0.7 -1.9
H 1.842066 1.462972 0.634919 -0.1 0.6 -0.7
H 1.345300 0.889943 -1.111220 1.0 -0.7 1.2
H 0.287589 1.676567 -0.312761 -1.7 1.7 0.9
H 1.408184 -0.650910 0.902450 1.7 -0.8 0.8
H -1.737838 -2.528883 -1.123229 1.4 2.2 1.3
H -1.594331 0.679257 -1.124377 0.0 0.8 0.4
H -0.018289 -0.200720 1.459300 0.3 1.0 -1.0
C 1.083727 1.069289 -0.041389 1.1 0.0 -0.1
C 0.113974 -1.143232 -0.465015 -2.1 0.3 -1.4
H -1.721577 -1.512573 0.483302 -1.3 -0.1 0.2

---

Entry 8:
14
Properties=species:S:1:pos:R:3:forces:R:3 method="wB97M-V/def2-TZVPD" charge=+1 e_homo_ev=-14.33 homo_lumo_gap_ev=10.73 smiles=O[C@]12C[NH2+][C@H]1C2 multiplicity=1
C -0.763470 1.367499 -0.469676 3.3 -4.5 2.9
H 1.987317 -0.641070 0.693381 1.3 -2.0 2.1
N 1.389548 -0.131980 0.134941 -2.3 0.3 1.4
H 2.056170 0.483752 -0.282837 -0.1 0.9 -1.4
H 0.651318 -0.933532 -1.630256 -0.2 -0.2 -1.4
C 0.371207 -0.957094 -0.612966 -1.5 -0.3 -0.4
O -2.056235 -0.544011 0.195067 1.3 1.4 -1.0
C -0.775320 -0.060044 -0.071074 -1.2 -0.4 -0.2
C 0.215294 0.498585 0.900180 -0.3 2.1 -1.6
H -0.128772 1.566649 -1.262462 0.6 1.4 -1.4
H -1.453346 1.860238 0.094791 -1.8 2.1 0.7
H 0.321288 0.846148 1.939541 -0.2 -0.1 -0.8
H -1.929142 -1.339806 0.660089 -0.3 -1.9 1.2
H 0.114149 -2.015338 -0.288723 1.4 1.3 0.1

---

Entry 9:
14
Properties=species:S:1:pos:R:3:forces:R:3 method="wB97M-V/def2-TZVPD" charge=+1 e_homo_ev=-14.42 homo_lumo_gap_ev=9.21 smiles="[NH2+]=C1C[C@@H]1CO" multiplicity=1
H 1.843395 1.323498 -0.310797 -1.0 1.0 0.4
H 1.714397 0.113466 -1.282007 -0.3 -1.5 -1.8
C -0.011009 -0.046524 0.211171 -1.3 0.7 2.5
N -1.340466 1.739395 -1.175297 2.0 -0.4 -0.4
C 1.046143 0.679229 -0.699991 1.2 0.0 2.0
H -0.171607 -2.325119 -0.137470 0.1 0.7 1.8
H -2.295751 1.607869 -0.827605 0.6 0.0 -0.2
H -0.257640 0.386000 1.283940 0.8 0.2 -2.3
C -0.226057 -1.683925 0.829492 2.7 0.4 -4.5
H 1.545042 -1.489743 1.655349 0.1 -0.3 -0.2
H -1.090336 2.493749 -1.806003 -0.7 0.3 0.0
H -1.126383 -1.821024 1.307989 -2.4 0.3 0.5
O 0.711948 -1.949324 1.804394 0.2 0.6 -0.2
C -0.341677 0.972454 -0.853164 -1.9 -2.0 2.3

---

Entry 10:
14
Properties=species:S:1:pos:R:3:forces:R:3 method="wB97M-V/def2-TZVPD" charge=+1 e_homo_ev=-14.12 homo_lumo_gap_ev=10.40 smiles=C#C[C@H](O)C[NH3+] multiplicity=1
H -2.674503 0.197717 -0.632424 0.8 0.4 -0.7
H -0.480179 1.586279 0.756435 -1.0 0.1 -1.2
H -0.345462 0.906750 -1.035852 0.1 1.1 -1.8
C 0.497814 -0.397767 0.457951 -1.0 1.9 -2.0
C 1.780043 0.165419 0.197677 0.5 0.3 -1.0
H 3.759557 0.930230 -0.326198 2.5 1.0 -0.6
O 0.142126 -1.515142 -0.316886 0.7 -1.0 -0.9
H -2.587151 0.076462 0.886613 2.6 -0.7 -1.1
H -1.616740 -0.996782 -0.263194 0.0 0.5 0.8
H 0.496130 -0.618438 1.495235 -1.0 -0.3 1.1
C 2.798931 0.658926 -0.188305 -2.0 -1.0 0.9
C -0.669777 0.854032 -0.053565 1.8 -4.2 4.4
N -1.910713 -0.022941 0.023258 -2.9 1.1 0.7
H 0.809922 -1.824743 -1.000743 -0.9 0.9 1.4

---

Entry 11:
14
Properties=species:S:1:pos:R:3:forces:R:3 method="wB97M-V/def2-TZVPD" charge=+1 e_homo_ev=-15.85 homo_lumo_gap_ev=11.25 smiles="C=[N+]=C(O)CC" multiplicity=1
C -0.010416 0.183210 -1.160711 1.4 -0.3 -1.4
H -0.232869 2.130424 -0.481451 1.2 2.1 1.1
H -1.308384 1.736680 -1.760998 -0.1 -0.5 1.9
H -1.550717 1.175558 -0.001814 -2.4 -0.7 2.1
C -0.905220 1.399355 -0.741405 2.8 -0.5 -5.1
O 1.985158 -1.147750 -0.491024 -1.5 1.1 -0.2
H 0.671980 0.201449 -2.034037 -0.3 1.4 0.2
C -0.246079 -0.877588 2.062953 -0.7 1.2 0.1
H -0.942274 -1.651200 2.099384 -0.7 -2.1 -0.6
H -0.736451 -0.420961 -1.609518 -1.1 -2.1 -0.3
H 2.455666 -1.359817 0.322803 0.3 -0.4 0.3
N 0.366662 -0.485355 1.056475 2.5 -0.6 -2.4
H -0.374705 -0.300895 2.952812 0.9 0.9 0.6
C 0.827648 -0.583111 -0.213469 -2.0 0.6 3.9

---

Entry 12:
14
Properties=species:S:1:pos:R:3:forces:R:3 method="wB97M-V/def2-TZVPD" charge=+1 e_homo_ev="-14.43 / -16.35" homo_lumo_gap_ev="11.44 / 7.12" multiplicity=3 s_squared=2.0062
C 0.079461 0.330554 -0.420652 1.2 1.5 -1.1
H 1.948413 -1.694912 1.199488 -0.1 1.8 0.3
H 2.079164 0.209381 0.962806 -0.1 -0.7 0.1
N 0.323555 -0.704025 0.502617 2.3 4.0 -1.5
H -1.996160 0.947460 0.359069 0.2 -1.0 0.0
C 1.472824 -0.648576 1.284577 2.2 -1.8 2.1
H 1.116666 -0.485012 2.306090 0.5 -0.1 0.2
H -0.639913 0.320531 -2.515173 -0.8 -0.3 1.3
C -1.225136 1.083534 -0.393296 -0.3 0.0 0.0
H -1.621146 -0.804437 -1.256366 1.0 0.5 -0.9
H -1.210693 2.125675 -0.531493 0.7 1.2 -0.7
H 1.085844 0.843598 -0.648609 -2.0 -0.8 0.2
C -0.942301 0.060236 -1.462938 -1.1 0.1 -0.7
O -0.470578 -1.584007 0.613882 -3.7 -4.4 0.8

---

Sequential ΔE to the lowest compared entry with this formula, charge and spin output: 474.1 322.6 316.8 483.9 359.6 331.0 520.7 334.8 340.8 304.5 191.6 188.2 kJ/mol